1.
DFT (wB97M-V/def2-TZVPD) results for a molecular structure, C2H4ClNO.

**HOMO energy**: -8.780 eV
**Energy relative to the best compared isomer or geometry (same formula, charge and spin)**: 80.5 kcal per mole

Geometry as ORCA input:
```
! RIJCOSX wB97M-V def2-TZVPD def2/J DEFGRID3
* xyz 0 1
Cl 0.29 -1.48 1.68
O 1.37 1.36 0.62
N 0.14 -1.39 -0.11
C 0.18 1.33 0.34
C -0.50 -0.24 -0.50
H 1.16 -1.39 -0.48
H -0.49 0.04 -1.56
H -1.57 -0.20 -0.42
H -0.58 1.98 0.43
*
```

2.
DFT (wB97M-V/def2-TZVPD) results for 2 unconnected molecules or ions with the total composition C2H4ClNO.

**Structure (SMILES)**: C=CCl.N=O
**HOMO energy**: -9.454 eV
**Energy relative to the best compared isomer or geometry (same formula, charge and spin)**: 100.5 kcal per mole

Geometry as ORCA input:
```
! RIJCOSX wB97M-V def2-TZVPD def2/J DEFGRID3
* xyz 0 1
Cl -0.20 -1.64 2.26
O -1.89 1.52 -2.15
N -2.77 1.07 -1.47
C 0.06 -0.48 1.02
C -0.33 -0.48 -0.24
H 0.55 0.28 1.52
H 0.19 0.20 -0.81
H -3.81 1.30 -1.71
H -0.84 -1.36 -0.68
*
```

3.
DFT (wB97M-V/def2-TZVPD) results for 2 unconnected molecules or ions with the total composition C2H4ClNO.

**Structure (SMILES)**: COC#N.Cl
**HOMO energy**: -10.700 eV
**Energy relative to the best compared isomer or geometry (same formula, charge and spin)**: 39.7 kcal per mole

Geometry as ORCA input:
```
! RIJCOSX wB97M-V def2-TZVPD def2/J DEFGRID3
* xyz 0 1
Cl 4.42 0.09 -0.01
O -0.98 -0.17 -0.82
N 1.38 -0.50 -0.32
C 0.24 -0.43 -0.55
C -1.85 0.30 0.28
H -2.86 0.29 -0.10
H 3.29 -0.56 -0.11
H -1.95 -0.33 1.07
H -1.70 1.32 0.57
*
```

4.
DFT (wB97M-V/def2-TZVPD) results for 2 unconnected molecules or ions with the total composition C2H4ClNO.

**HOMO energy**: -8.282 eV
**Energy relative to the best compared isomer or geometry (same formula, charge and spin)**: 106.1 kcal per mole

Geometry as ORCA input:
```
! RIJCOSX wB97M-V def2-TZVPD def2/J DEFGRID3
* xyz 0 1
Cl -2.89 -0.16 -0.03
O -1.55 -1.00 0.24
N -0.24 1.60 -0.12
C 0.15 0.44 -0.01
C 1.17 -0.52 -0.05
H 1.80 -0.58 0.91
H 1.92 -0.27 -0.80
H -1.10 2.09 -0.08
H 0.73 -1.59 -0.05
*
```